(1)
ORCA calculation (ωB97M-V with the def2-TZVPD basis set) on a structure of composition C36H77ClI2NO9S3.

Values from the calculation:
Gap between HOMO and LUMO ... 6.21 eV
E_HOMO ... -0.3535 hartree
LUMO level ... -3.41 eV
Electronic energy ... -119713.166 eV
Largest force on an atom ... 7.729 eV/A
Charge ... +1

Positions of all 129 atoms, in Å:
C1 -4.81029 -2.78768 5.74895
C2 -5.14108 -2.36024 4.30824
C3 -6.07492 -3.30977 3.55743
C4 -5.62543 -4.77604 3.49609
C5 -4.17121 -4.96119 3.07464
C6 -3.84512 -4.33567 1.71819
C7 -2.50405 -4.84023 1.15724
C8 -1.80886 -3.83441 0.20824
C9 -1.65671 -4.39107 -1.21128
C10 -0.83710 -3.57456 -2.19501
N1 0.54237 -3.15277 -1.74148
Cl1 1.30712 -4.58916 -1.06806
C11 1.42309 -2.68528 -2.91689
C12 1.52922 -1.12029 -2.86882
C13 3.02465 -0.75017 -2.69563
I1 3.92542 -1.45668 -4.56374
C14 3.38064 0.72417 -2.45694
C15 4.66451 1.25807 -3.09613
I2 3.63869 1.05861 -0.32925
C16 0.43842 -0.82105 -1.81052
C17 0.14477 0.60535 -1.31367
C18 -0.52258 0.69788 0.06279
C19 -2.03899 0.45470 0.02162
C20 -2.59647 0.33330 1.44392
C21 -4.11996 0.16218 1.50735
C22 -4.74492 0.70346 2.80280
C23 -4.56778 -0.18554 4.03451
C24 -3.24744 -0.01259 4.77831
C25 -3.21363 -0.77957 6.10067
C26 0.49877 -1.96025 -0.79220
C27 1.60028 -2.00523 0.24546
H1 -5.57287 -2.43907 6.44435
H2 -3.84075 -2.39028 6.04861
H3 -4.75577 -3.87232 5.84790
H4 -5.63387 -1.38595 4.34968
H5 -4.21040 -2.20725 3.75640
H6 -6.19790 -2.94837 2.53062
H7 -7.06998 -3.26532 4.00726
H8 -6.25217 -5.32445 2.78943
H9 -5.76624 -5.22421 4.48217
H10 -3.48556 -4.54606 3.81995
H11 -3.93773 -6.02935 3.01667
H12 -4.64540 -4.56803 1.00826
H13 -3.80256 -3.24603 1.79626
H14 -1.83358 -5.08498 1.98213
H15 -2.69953 -5.76657 0.61152
H16 -0.84170 -3.56601 0.63803
H17 -2.41178 -2.92270 0.16811
H18 -1.31896 -5.42640 -1.18163
H19 -2.65512 -4.41793 -1.66026
H20 -1.37621 -2.66154 -2.44566
H21 -0.70402 -4.14042 -3.11533
H22 2.38980 -3.16152 -2.80026
H23 0.98556 -3.03067 -3.84847
H24 1.21101 -0.77671 -3.85094
H25 3.51592 -1.36806 -1.94890
H26 2.56404 1.36813 -2.77839
H27 5.51055 0.59302 -2.92647
H28 4.52059 1.44011 -4.16042
H29 4.90930 2.21853 -2.64588
H30 -0.46294 -1.05481 -2.38706
H31 -0.56584 1.03013 -2.02888
H32 1.00830 1.25550 -1.33441
H33 -0.34963 1.70073 0.45854
H34 -0.09968 0.00303 0.78882
H35 -2.50278 1.30061 -0.49110
H36 -2.26515 -0.45265 -0.55304
H37 -2.10977 -0.52553 1.91499
H38 -2.29149 1.23452 1.98464
H39 -4.33431 -0.91150 1.46939
H40 -4.59520 0.63353 0.64589
H41 -5.80947 0.88486 2.64324
H42 -4.29707 1.68245 3.00823
H43 -4.70492 -1.24263 3.77995
H44 -5.36519 0.05577 4.74443
H45 -2.40070 -0.34781 4.17302
H46 -3.07596 1.04686 4.99018
H47 -3.09718 -1.85418 5.94214
H48 -4.13322 -0.63261 6.67057
H49 -2.38167 -0.45414 6.72623
H50 -0.46193 -1.95465 -0.27702
H51 1.38438 -2.79118 0.97102
H52 2.58859 -2.20525 -0.16735
H53 1.64975 -1.06333 0.77935
O1 3.80107 4.45261 -2.59820
S1 3.84036 5.01336 -3.91868
O2 4.72252 4.43472 -4.88465
O3 4.09008 6.56940 -3.80735
C28 5.22261 7.02252 -3.01722
C29 6.54705 6.81862 -3.71938
C30 2.21633 5.08902 -4.58959
H54 5.19336 6.52593 -2.04679
H55 5.02472 8.08022 -2.86027
H56 6.78044 5.76202 -3.83988
H57 7.33953 7.28043 -3.13051
H58 6.53167 7.27509 -4.70865
H59 1.55283 5.54250 -3.85863
H60 1.91525 4.06481 -4.80000
H61 2.24860 5.66835 -5.50831
O4 -4.02170 1.35990 -3.21095
S2 -3.19162 2.10858 -4.10660
O5 -1.82494 2.35038 -3.74042
O6 -3.90440 3.47196 -4.46505
C31 -4.36457 4.31013 -3.37132
C32 -3.23645 5.03823 -2.67365
C33 -3.24309 1.39658 -5.71358
H62 -4.94464 3.69729 -2.68057
H63 -5.04336 5.01285 -3.84833
H64 -2.57588 4.34876 -2.14968
H65 -3.65444 5.73362 -1.94587
H66 -2.63887 5.59835 -3.39264
H67 -4.28075 1.23325 -5.99002
H68 -2.70772 0.45138 -5.65720
H69 -2.75008 2.06996 -6.40947
O7 8.50654 -0.06543 4.46445
S3 9.08924 0.14003 3.17387
O8 9.59434 1.43003 2.82296
O9 8.04238 -0.33769 2.06942
C34 6.70749 0.20637 2.15628
C35 6.62433 1.64213 1.68328
C36 10.32182 -1.07319 2.86288
H70 6.34534 0.09607 3.17988
H71 6.11112 -0.44357 1.51686
H72 7.17681 2.31107 2.34121
H73 5.58407 1.96884 1.66550
H74 7.03862 1.74334 0.68010
H75 9.92154 -2.05342 3.10495
H76 11.16253 -0.83106 3.50936
H77 10.61692 -1.00994 1.81911

=====

(2)
ORCA calculation (ωB97M-V with the def2-TZVPD basis set) on a structure of composition C36H80F2N5NaO4S2.

Values from the calculation:
Gap between HOMO and LUMO ... 9.35 eV
E_HOMO ... -0.7015 hartree
LUMO level ... -9.74 eV
Electronic energy ... -85758.319 eV
Largest force on an atom ... 5.849 eV/A
Relative energy (zero: lowest compared OMol25 entry of this formula, charge and spin) ... 0.000 eV
Charge ... +4

Positions of all 130 atoms, in Å:
Na1 -1.35626 -3.52017 -1.63130
C1 1.80796 3.63555 1.64623
C2 0.74016 3.09505 2.56267
C3 1.22869 2.01752 3.52369
N1 0.20776 1.63555 4.54055
C4 0.74882 0.55000 5.44016
C5 -0.24380 -0.05279 6.38796
C6 -1.41294 -0.71373 5.63198
C7 -2.05089 0.32698 4.71596
C8 -1.06717 1.11719 3.84511
C9 -0.34463 2.78064 5.35190
H1 2.29310 2.84587 1.06635
H2 2.61810 4.15220 2.17184
H3 1.48080 4.41119 0.95400
H4 -0.11109 2.74618 1.97220
H5 0.28541 3.91850 3.11973
H6 2.01779 2.43512 4.15444
H7 1.61880 1.16596 2.96876
H8 0.96608 -0.33433 4.82999
H9 1.68625 0.88264 5.88162
H10 0.27176 -0.84543 6.93469
H11 -0.59988 0.61014 7.17948
H12 -1.06317 -1.59344 5.08500
H13 -2.11626 -1.13298 6.34942
H14 -2.73392 -0.10219 3.98049
H15 -2.62580 1.00592 5.34966
H16 -0.73867 0.42348 3.06563
H17 -1.61721 1.90033 3.32984
H18 0.50033 3.29265 5.80796
H19 -1.06108 2.42889 6.08659
H20 -0.92311 3.46283 4.73450
C10 3.22705 2.58300 -2.89402
C11 2.25116 1.41709 -2.79268
C12 2.44049 0.52548 -4.00830
N2 1.64463 -0.76416 -4.09994
C13 1.75594 -1.32254 -5.51005
C14 0.98578 -0.53081 -6.57510
C15 -0.44340 -0.18580 -6.12438
C16 -0.53550 0.26382 -4.66988
C17 0.20574 -0.61425 -3.66024
C18 2.25813 -1.81582 -3.21772
H21 3.22628 3.22367 -2.01921
H22 3.10791 3.23303 -3.76355
H23 4.25776 2.23165 -3.01284
H24 1.23495 1.79732 -2.67144
H25 2.44539 0.90532 -1.84391
H26 3.46426 0.19467 -4.17110
H27 2.12198 1.12353 -4.86051
H28 2.81778 -1.42496 -5.72327
H29 1.31758 -2.32171 -5.50985
H30 1.41704 0.45185 -6.77134
H31 0.98106 -1.08984 -7.50774
H32 -0.74453 0.62518 -6.79279
H33 -1.21072 -0.91168 -6.40768
H34 -0.17452 1.29070 -4.52973
H35 -1.56962 0.45257 -4.37093
H36 0.14886 -0.14923 -2.68238
H37 -0.25700 -1.60794 -3.70797
H38 1.63527 -2.70316 -3.21900
H39 2.40764 -1.50807 -2.18001
H40 3.29400 -1.95298 -3.52567
C19 -4.37100 1.75175 -1.97730
C20 -5.43845 0.78234 -1.39008
C21 -5.86736 1.15167 0.01834
N3 -6.84242 0.22359 0.71224
C22 -7.32818 0.81145 2.05260
C23 -8.26703 1.98737 1.96555
C24 -9.39305 1.84456 0.96414
C25 -8.86834 1.28270 -0.37689
C26 -8.05052 0.00766 -0.18307
C27 -6.29641 -1.15288 1.03290
H41 -3.69221 2.04150 -1.17284
H42 -4.83830 2.66820 -2.32987
H43 -3.83626 1.25272 -2.77906
H44 -5.03600 -0.23347 -1.39043
H45 -6.31142 0.71476 -2.04125
H46 -6.09846 2.19676 0.21337
H47 -4.97585 1.01455 0.64636
H48 -6.34423 1.07902 2.44963
H49 -7.70975 0.00264 2.66993
H50 -7.74065 2.93297 1.81035
H51 -8.74419 2.13115 2.93833
H52 -9.83717 2.81329 0.74069
H53 -10.19817 1.24062 1.38682
H54 -8.22520 2.05977 -0.80122
H55 -9.68960 1.16957 -1.08062
H56 -7.71406 -0.39698 -1.13537
H57 -8.68739 -0.74970 0.27692
H58 -6.27206 -1.63581 0.05835
H59 -6.93195 -1.70189 1.71762
H60 -5.29852 -1.01276 1.44305
C28 4.01155 -5.10122 -1.57742
C29 5.13336 -4.36104 -0.83195
C30 4.90183 -2.88580 -1.12782
N4 5.86387 -1.86539 -0.55694
C31 5.39184 -0.48559 -1.05198
C32 6.18625 0.58616 -0.39028
C33 5.91161 0.56376 1.10240
C34 6.38210 -0.74651 1.77411
C35 5.82891 -1.94088 0.97834
C36 7.24757 -2.12538 -1.03160
H61 3.12781 -5.32441 -0.97987
H62 4.34898 -6.08769 -1.90006
H63 3.74470 -4.60889 -2.51601
H64 6.06263 -4.79770 -1.19217
H65 5.07836 -4.53094 0.24380
H66 3.87144 -2.61145 -0.91545
H67 5.06841 -2.73275 -2.19897
H68 4.34897 -0.43474 -0.73939
H69 5.55949 -0.50317 -2.12986
H70 5.82907 1.57681 -0.69037
H71 7.24094 0.59779 -0.66242
H72 4.86168 0.67591 1.37792
H73 6.45909 1.40973 1.52233
H74 5.89986 -0.68172 2.74586
H75 7.46808 -0.78829 1.81112
H76 4.77500 -2.08179 1.22780
H77 6.32848 -2.87618 1.22457
H78 7.92095 -1.44065 -0.52059
H79 7.30278 -2.01332 -2.11095
H80 7.57087 -3.10996 -0.69896
N5 -0.37811 -1.96489 -0.20639
S1 0.71207 -1.79678 0.89359
O1 0.33592 -2.08549 2.25492
O2 1.63810 -0.71691 0.67703
F1 1.58102 -3.10172 0.47393
S2 -1.38818 -0.69165 0.35008
O3 -0.81754 0.58316 0.60379
O4 -2.45263 -1.17780 1.17493
F2 -2.17021 -0.56098 -1.06009